Formula: C13H34Br10NNbO3P
Source: the OMol25 dataset
Level of theory: the ωB97M-V functional and the def2-TZVPD basis

Each line ends with the Löwdin charge.
Geometry (Å):
C1 -3.24497 -3.18525 -0.09239  -0.376
Nb1 -0.97307 -3.34598 -0.31952  1.353
C2 -0.62176 -4.19308 1.76273  -0.489
N1 -1.81862 -4.82246 2.40923  -0.123
C3 -0.79324 -1.24952 0.54460  -0.462
P1 -0.75872 0.17972 -0.59300  0.481
O1 0.53362 0.95573 -0.41347  -0.363
O2 -2.00486 1.25302 -0.23332  -0.213
O3 -0.91773 -0.17787 -2.18211  -0.196
H1 -3.50875 -2.13236 -0.32628  -0.052
H2 -3.61361 -3.48595 0.89618  -0.037
H3 -3.80617 -3.78551 -0.82749  -0.041
H4 0.84081 -3.43771 -0.58239  -0.151
H5 -1.09138 -2.80915 -2.05361  -0.137
H6 -1.11563 -5.05748 -0.92093  -0.148
H7 -0.26146 -3.38423 2.41974  0.024
H8 0.19187 -4.94399 1.72648  0.012
H9 -1.85505 -5.79530 2.13965  0.035
H10 -1.61996 -4.86695 3.40299  0.032
H11 -1.62955 -1.11189 1.23740  -0.057
H12 0.13560 -1.20439 1.12015  0.014
H13 -2.43845 0.95016 0.56601  -0.063
H14 -1.68576 -0.72611 -2.35160  0.018
Br1 3.55379 -0.48570 -2.49138  0.605
C4 3.44791 0.79378 -1.02841  -0.689
C5 4.05772 2.11599 -1.40466  -0.670
Br2 6.00880 2.05154 -1.37727  0.608
H15 3.92600 0.33255 -0.17014  0.055
H16 2.38005 0.90803 -0.82910  0.001
H17 3.78903 2.87811 -0.67461  0.042
H18 3.76997 2.44821 -2.39683  0.052
Br3 -5.89350 -1.05768 4.24776  0.610
C6 -5.69682 0.48112 3.07102  -0.694
C7 -4.53811 0.30827 2.12508  -0.654
Br4 -2.83042 0.59700 3.02584  0.715
H19 -5.59687 1.35447 3.70798  0.049
H20 -6.63248 0.54186 2.51879  0.058
H21 -4.57778 1.05817 1.33541  0.060
H22 -4.49348 -0.68314 1.67956  0.050
Br5 1.64323 -5.18102 -2.85399  0.541
C8 1.50727 -3.88142 -4.29278  -0.696
C9 1.94928 -4.45837 -5.61169  -0.700
Br6 3.89230 -4.57989 -5.73116  0.572
H23 2.08837 -3.01544 -3.99036  0.024
H24 0.45309 -3.61042 -4.32881  0.049
H25 1.65574 -3.80591 -6.43242  0.052
H26 1.56180 -5.45672 -5.78727  0.044
Br7 -0.96093 5.50552 -0.58294  0.593
C10 -1.30085 4.36770 0.96190  -0.688
C11 -2.75483 4.39265 1.35260  -0.707
Br8 -3.22665 6.04100 2.28458  0.584
H27 -0.64370 4.70925 1.75527  0.051
H28 -1.00605 3.36470 0.65140  0.034
H29 -2.96915 3.59593 2.06073  0.019
H30 -3.42237 4.31207 0.50055  0.051
Br9 4.61779 3.38119 2.70539  0.602
C12 4.67581 5.08537 1.76425  -0.696
C13 5.87755 5.17564 0.86163  -0.707
Br10 7.50765 5.52169 1.87279  0.590
H31 4.65188 5.86478 2.51937  0.046
H32 3.75753 5.12060 1.18053  0.055
H33 5.78144 6.01865 0.17987  0.059
H34 6.04684 4.26644 0.29246  -0.031

Cartesian forces (eV/Å) of the 2 atoms listed first:
-0.048 0.219 -1.062
-1.541 -0.005 2.048

Calculated values
2S+1	1
net charge	-1
LUMO level	1.90	eV
molar mass	1175.34	g mol⁻¹